P:
{"formula": "C2H3ClN2", "method": "ωB97M-V/def2-TZVPD", "elements": ["C", "C", "N", "N", "Cl", "H", "H", "H"], "positions_angstrom": [[0.24117, -0.05207, 1.36119], [-0.31746, -0.38537, -0.84085], [0.59036, -0.35977, 2.41833], [-0.13443, 0.53004, 0.26270], [0.71576, 2.19901, -0.09934], [-0.70790, -1.28659, -0.21856], [-1.02386, 0.10211, -1.47621], [0.63636, -0.74737, -1.40727]], "homo_ev": [-7.90, -10.87], "orbital_gap_ev": [8.49, 7.39], "spin_multiplicity": 3}

***

Q:
{"formula": "C2H3ClN2", "method": "ωB97M-V/def2-TZVPD", "elements": ["C", "C", "N", "N", "Cl", "H", "H", "H"], "positions_angstrom": [[-1.07597, 0.97126, 0.11032], [-0.03608, -0.18934, 0.41931], [-1.81465, 1.81682, -0.08252], [1.15703, -0.02883, -0.27250], [-1.07780, -1.64384, -0.18440], [0.07803, -0.34866, 1.48705], [1.73393, -0.86115, -0.24957], [1.03549, 0.28373, -1.22769]], "homo_ev": [-5.23, -10.95], "orbital_gap_ev": [5.76, 6.29], "spin_multiplicity": 3}

***

Relative to the most stable structure, the computed energies are P 0.0000; Q 0.0570, all in hartree.